1.
7 unconnected molecules or ions with the total composition C17H18BrCl18F3NO4, computed with ωB97M-V/def2-TZVPD.

Element x y z (Å)
Cl: 1.756 -2.566 -4.800
C: -2.832 -0.547 -1.901
C: -2.284 0.588 1.621
C: 0.882 2.500 -0.107
Cl: -0.528 -4.356 -4.732
O: -3.666 -1.343 0.161
C: -2.164 0.548 0.122
O: -3.336 0.538 2.153
H: 3.090 1.718 -0.972
Cl: -0.625 2.230 6.311
H: 1.191 -4.139 -3.160
C: -2.904 -0.452 -0.530
C: -5.093 -1.934 4.410
C: 5.285 -1.502 -2.123
H: -1.819 1.982 4.326
H: 1.167 3.063 -0.994
H: -4.271 -1.668 3.758
Cl: 3.722 0.680 -6.901
C: 4.278 -0.909 -7.451
C: 2.570 0.874 -0.520
H: 2.599 0.021 -1.189
H: 0.520 2.076 -2.671
Cl: -3.289 3.194 5.675
C: 3.341 0.495 0.746
C: -1.343 1.301 -2.024
Cl: -4.549 -3.240 5.465
H: -3.378 -1.317 -2.417
C: 0.631 -3.447 -3.775
Cl: 3.913 -2.389 -1.448
C: -0.535 2.229 -2.861
Cl: -5.526 -0.506 5.347
Cl: 2.942 -1.827 -8.147
Cl: -6.442 -2.460 3.401
C: -1.698 2.791 5.036
Cl: 6.740 -2.482 -2.109
Cl: -0.602 -0.720 8.536
Cl: -1.722 -0.892 5.859
H: 1.383 2.963 0.742
O: -1.145 0.673 2.338
Cl: 4.889 -0.953 -3.757
C: -1.182 -1.802 7.273
H: -0.450 0.197 1.855
H: -1.023 3.500 -0.299
H: -2.031 -2.350 7.660
H: 5.459 -0.626 -1.512
F: 4.624 0.866 0.611
Cl: 0.066 -2.964 6.823
F: 2.831 1.102 1.823
Cl: 5.598 -0.744 -8.600
H: -4.562 -0.988 0.236
F: 3.336 -0.819 0.998
Cl: -0.219 -2.320 -2.691
N: -2.055 0.312 -2.595
H: 4.645 -1.453 -6.591
C: -1.382 1.442 -0.617
C: -0.635 2.555 0.084
Br: -2.045 0.036 -4.439
Cl: -1.000 4.168 4.168
H: -0.835 2.566 1.143
H: -0.716 2.129 -3.921
O: 1.213 1.128 -0.244
H: -0.783 3.251 -2.584

Computed properties:
Electronic energy ... -12171.085335 Ha
Kohn-Sham gap ... 7.88 eV
HOMO ... -12.6 eV
Charge ... +1

Results of the Mulliken charge analysis, in e, for atoms 1 through 2: number 1, Cl, carries 0.0163; number 2, C, carries -0.2306

2.
A molecular structure, C17H18BrN7O2S2Ti, computed with ωB97M-V/def2-TZVPD.

Element x y z (Å)
H: -1.072 3.916 -1.144
H: -0.802 -5.594 -0.078
C: -1.214 -0.644 -3.377
N: -1.041 -0.615 -0.713
C: -0.588 -2.599 1.559
H: -0.859 5.537 -2.924
H: 1.473 2.233 2.269
H: -1.304 -2.305 3.569
O: 2.195 0.555 0.911
C: -0.471 -3.557 0.549
H: -3.353 -0.705 -3.107
H: -3.092 -0.646 -0.570
O: 3.539 0.143 -1.130
H: 1.251 0.653 4.349
Ti: 0.124 -0.577 1.177
S: -1.613 0.592 2.239
C: 0.042 0.855 2.702
S: 2.259 0.414 -0.561
N: 1.277 -0.990 3.129
C: -1.619 -4.317 2.951
C: 0.390 2.383 -0.881
N: 1.158 -0.735 -0.737
H: 3.284 2.094 -2.611
H: 2.401 4.151 -3.657
H: -2.076 -4.616 3.886
C: -1.481 -5.232 1.921
C: -0.908 -4.868 0.716
H: -0.067 2.813 2.155
C: 2.336 2.507 -2.296
C: -1.169 -3.017 2.760
H: 1.159 -1.856 3.641
H: -0.015 -3.303 -0.404
N: 0.006 -0.637 -2.841
H: -0.189 1.904 -0.098
H: -1.258 -0.630 -4.461
N: 0.120 5.338 -3.034
C: 1.834 3.652 -2.881
N: 0.543 2.199 2.676
H: 0.512 5.634 -3.911
C: 0.601 4.176 -2.480
C: -2.385 -0.677 -2.630
H: 2.262 -0.810 2.950
C: 1.619 1.872 -1.293
N: 0.615 0.101 3.784
C: -2.252 -0.654 -1.254
C: -0.117 3.521 -1.469
Br: -2.093 -7.014 2.166
C: 0.035 -0.648 -1.519

Computed properties:
Electronic energy ... -5412.271593 Ha
Kohn-Sham gap ... 7.16 eV
HOMO ... -7.5 eV

Results of the Mulliken charge analysis, in e, for atoms 1 through 2: number 1, H, carries 0.3469; number 2, H, carries 0.4195

3.
A molecular structure, C17H18Cl3GeN5O2S2Ta, computed with ωB97M-V/def2-TZVPD.

Element x y z (Å)
N: -0.437 -4.298 -0.655
C: 1.669 -0.384 0.640
C: 1.623 0.612 1.632
C: 4.003 0.305 1.974
H: -0.430 4.337 -4.251
S: 0.282 -0.782 -0.241
Ta: -2.506 -0.034 -0.071
C: 2.873 -1.035 0.299
C: -1.578 2.163 -1.897
Cl: -3.851 -1.626 -0.834
C: -3.983 3.398 -2.386
H: -0.255 -3.408 -1.126
H: -0.373 -5.140 -1.224
N: -2.704 1.732 -1.228
C: 4.019 -0.680 0.971
C: 0.729 2.840 -3.274
C: 2.785 0.936 2.289
H: -1.598 -5.187 3.172
C: 5.263 0.675 2.676
H: -2.933 4.638 -3.782
N: -0.735 -4.918 2.683
Cl: -4.392 0.121 3.729
H: 1.636 3.085 -3.810
H: 2.771 1.702 3.052
H: 0.084 -5.118 3.270
H: 5.116 1.481 3.390
H: 1.699 1.278 -2.143
O: -0.890 -1.380 0.671
H: -0.544 -6.467 1.193
C: -3.878 2.359 -1.482
Ge: -3.649 1.136 2.076
N: -0.607 0.502 -0.631
H: -4.948 3.858 -2.550
H: 0.703 1.133 1.868
C: 0.767 1.798 -2.323
H: 2.901 -1.774 -0.488
N: -0.618 -5.470 1.393
C: -0.370 1.491 -1.622
O: 0.551 -1.719 -1.290
H: 5.664 -0.193 3.205
C: -2.859 3.826 -3.067
Cl: -3.859 3.186 2.306
S: -0.753 -3.169 1.917
C: -0.419 3.536 -3.523
H: 6.022 0.977 1.952
C: -1.618 3.205 -2.842
C: -0.572 -4.377 0.622
H: 4.955 -1.158 0.712
H: -4.756 2.003 -0.954

Computed properties:
Spin multiplicity ... 2
Electronic energy ... -5392.318338 Ha
Kohn-Sham gap (spin up / spin down) ... 6.28 / 6.27 eV
HOMO (spin up / spin down) ... -19.5 / -19.6 eV
Charge ... +4

Results of the Mulliken charge analysis, in e, for atoms 1 through 2: number 1, N, carries -0.1481; number 2, C, carries 0.5781

4.
C17H18ClN3O3 in the gas phase, computed with ωB97M-V/def2-TZVPD.

Element x y z (Å)
C: -2.018 -1.289 0.182
C: -0.653 -1.798 0.027
Cl: -6.178 0.351 0.711
H: 1.951 -1.428 2.836
H: 0.954 2.802 -2.904
C: -2.889 -1.202 -0.903
H: 1.777 1.233 -3.010
O: 3.619 0.846 1.810
N: 1.367 0.981 1.614
C: -4.582 -0.273 0.509
O: 3.211 -2.856 -0.171
C: 0.010 1.255 -1.724
C: -3.727 -0.344 1.599
C: -2.454 -0.847 1.431
H: -4.061 -0.007 2.568
C: 1.241 1.909 -2.348
H: -4.834 -0.628 -1.586
H: -2.568 -1.506 -1.887
H: 0.678 3.738 -0.218
H: 1.398 -3.718 -1.879
C: 1.038 -3.052 -1.110
C: 2.531 0.322 1.732
O: -0.218 1.906 -0.487
C: -0.256 -2.672 -1.029
C: 2.038 2.292 -1.104
C: 0.930 2.671 -0.118
H: -1.783 -0.911 2.272
H: 0.520 0.446 1.448
H: -0.988 -3.037 -1.733
N: 1.487 -1.761 0.834
C: -4.165 -0.697 -0.743
H: 2.597 1.434 -0.729
C: 1.285 2.395 1.352
H: 2.254 2.841 1.584
H: 2.731 3.112 -1.273
H: 0.514 2.826 1.995
H: 0.192 0.185 -1.546
N: 0.220 -1.404 0.914
H: -0.892 1.355 -2.334
C: 2.358 -1.208 1.846
C: 2.028 -2.584 -0.159
H: 3.338 -1.676 1.729

Computed properties:
SMILES ... O=C(Cn1nc(-c2ccc(Cl)cc2)ccc1=O)NC[C@H]1CCCO1
Electronic energy ... -1508.802472 Ha
Kohn-Sham gap ... 8.25 eV
HOMO ... -8.7 eV
Energy above the lowest of the compared OMol25 structures with the same formula, charge and spin ... 23.6 kcal/mol

Results of the Mulliken charge analysis, in e, for atoms 1 through 2: number 1, C, carries 0.8783; number 2, C, carries 0.2774

5.
A molecular structure, C17H18F2LiN2SSi, computed with ωB97M-V/def2-TZVPD.

Element x y z (Å)
C: -1.200 -1.979 2.451
C: 3.111 0.311 0.197
H: 2.601 -1.343 1.690
H: 0.171 4.363 -1.923
H: -1.540 0.891 -0.514
S: 2.636 7.049 1.354
C: -3.308 -4.245 -2.774
H: 1.227 -2.491 0.135
N: 1.532 6.516 0.062
H: -0.688 1.219 1.204
H: -2.235 -6.106 -1.467
C: 2.596 1.871 0.012
F: 3.443 -0.372 -1.075
H: -0.528 -1.381 3.225
C: -2.793 -1.616 -1.849
H: 4.034 2.665 1.844
C: 1.463 2.365 -1.091
H: -4.146 -2.151 -3.832
C: 3.248 2.983 1.037
H: 1.457 0.151 1.910
H: -3.798 -4.960 -3.567
C: -3.525 -2.608 -2.951
H: -2.587 0.696 1.146
C: 1.699 5.028 -0.154
H: -1.027 -4.398 0.392
Si: -0.920 -1.250 0.690
C: 1.974 -0.517 1.100
C: -1.692 -3.961 -0.490
C: -1.891 -2.308 -0.651
H: -0.928 -3.114 2.570
F: 4.368 0.260 1.033
H: -2.840 -0.438 -1.883
C: -2.421 -4.947 -1.582
H: -2.322 -1.797 2.793
C: 2.818 4.563 0.950
N: 3.470 5.565 1.877
C: 0.953 -1.330 0.108
C: 0.981 3.965 -1.175
H: 0.940 -0.934 -1.007
C: -1.525 0.603 0.627
Li: -3.800 1.621 1.408
H: 0.990 1.560 -1.830

Computed properties:
Electronic energy ... -1662.141587 Ha
Kohn-Sham gap ... 5.93 eV
HOMO ... -10.9 eV
Energy above the lowest of the compared OMol25 structures with the same formula, charge and spin ... 364.9 kcal/mol
Charge ... +1

Results of the Mulliken charge analysis, in e, for atoms 1 through 2: number 1, C, carries -0.8767; number 2, C, carries 0.6792

6.
A molecular structure, C17H18F9GeN4O8S4Zr, computed with ωB97M-V/def2-TZVPD.

Element x y z (Å)
H: 0.961 2.513 -3.727
H: -2.683 0.736 1.141
Zr: 1.390 0.041 0.647
H: -5.080 1.081 1.567
C: -4.611 0.143 1.841
H: -5.351 -2.853 3.253
N: -0.788 -2.291 -2.082
H: -1.023 -3.497 -3.807
C: -4.764 -2.069 2.789
S: 3.562 2.372 0.197
N: -6.724 -0.657 2.692
S: 3.506 1.146 2.687
C: -5.378 -0.870 2.430
C: 4.009 -0.720 2.308
O: 2.027 0.953 2.471
H: -2.024 4.115 -0.659
H: -0.543 5.041 -0.931
C: -1.183 -3.428 -2.740
C: 1.908 -1.323 -1.472
O: 3.914 1.188 4.054
H: -2.178 0.966 -1.386
C: -1.166 4.235 -1.324
C: -3.268 -0.047 1.606
H: 2.166 2.223 -2.480
H: -2.928 -3.185 2.832
F: 4.879 -1.110 3.227
F: 6.040 0.897 0.336
N: -0.747 -1.321 0.049
H: -7.291 -1.480 2.808
H: -2.096 -5.366 -2.280
C: -1.472 1.285 -2.156
S: -1.765 -3.894 -0.340
O: 3.086 0.875 -0.109
C: -3.412 -2.258 2.558
F: 3.441 -0.985 -3.232
C: 0.612 2.101 0.300
C: -2.667 -1.251 1.967
O: -0.245 -0.307 2.090
O: 1.959 -1.879 -0.333
S: -0.982 -1.512 1.593
H: -7.173 0.059 2.148
H: -2.030 1.799 -2.943
O: 1.314 -0.250 -1.642
F: 4.460 -1.082 1.123
H: 1.578 3.869 -2.752
F: 6.062 3.006 -0.174
O: -0.606 -2.767 2.180
C: -1.738 -4.397 -1.977
H: -1.535 4.529 -2.310
F: 2.836 -1.411 2.510
N: 4.053 2.266 1.815
H: -1.010 0.387 -2.563
F: 5.361 1.531 -1.618
H: -0.054 2.386 1.124
Ge: -0.161 2.557 -1.455
C: 2.706 -1.930 -2.647
C: -1.029 -2.385 -0.806
O: 1.826 2.896 0.437
F: 1.886 -2.448 -3.571
F: 3.522 -2.898 -2.233
C: 1.288 2.818 -2.731
C: 5.350 1.856 -0.301

Computed properties:
Electronic energy ... -6095.224359 Ha
Kohn-Sham gap ... 7.27 eV
HOMO ... -5.2 eV
Energy above the lowest of the compared OMol25 structures with the same formula, charge and spin ... 0.0 kcal/mol
Charge ... -1

Results of the Mulliken charge analysis, in e, for atoms 1 through 2: number 1, H, carries 0.4226; number 2, H, carries 0.3903

7.
A molecular structure, C17H18IN5OPdS, computed with ωB97M-V/def2-TZVPD.

Element x y z (Å)
H: -0.026 5.362 -1.177
H: -0.048 2.943 -1.727
H: -0.009 6.049 1.222
N: -2.398 0.528 -2.379
C: 5.108 -0.180 -0.083
Pd: 0.200 0.194 -0.204
N: 2.322 -0.044 -0.281
H: -4.687 1.326 -1.229
H: 4.833 -2.061 -1.137
H: 6.787 -2.035 -0.947
C: -0.121 2.662 1.549
C: -0.050 5.004 0.938
H: 0.076 3.571 5.311
H: 2.415 -1.859 -1.271
H: 4.915 1.701 0.940
C: -4.256 0.411 -0.833
I: -5.304 -1.223 -1.774
C: 3.023 0.929 0.330
C: -0.128 1.645 2.532
C: -0.054 4.632 -0.380
H: -1.201 0.051 1.842
C: 4.392 0.897 0.445
N: -0.247 0.281 2.118
N: 7.241 -1.263 -0.491
C: -0.018 1.989 3.856
N: -0.101 2.330 0.232
H: -0.001 5.375 3.623
H: 2.460 1.760 0.735
C: 2.992 -1.084 -0.784
H: -1.445 0.349 -2.635
C: 4.368 -1.186 -0.706
H: -3.061 0.652 -3.130
O: -2.002 0.022 -0.198
H: 0.012 1.213 4.612
S: 7.420 1.008 0.780
H: 0.045 -0.354 2.852
C: -0.070 3.268 -0.694
C: -0.023 4.334 3.326
C: 6.596 -0.217 0.029
C: -2.794 0.309 -1.124
H: -4.426 0.332 0.233
C: -0.079 4.020 1.950
C: 0.024 3.335 4.258
H: 8.245 -1.293 -0.420

Computed properties:
Spin multiplicity ... 3
Electronic energy ... -1830.882710 Ha
Kohn-Sham gap (spin up / spin down) ... 6.88 / 4.31 eV
HOMO (spin up / spin down) ... -13.2 / -13.2 eV
Energy above the lowest of the compared OMol25 structures with the same formula, charge and spin ... 8.2 kcal/mol
Charge ... +2

Results of the Mulliken charge analysis, in e, for atoms 1 through 2: number 1, H, carries 0.4364; number 2, H, carries 0.5136

8.
2 unconnected molecules or ions with the total composition C17H18N2O2S, computed with ωB97M-V/def2-TZVPD.

Element x y z (Å)
H: 4.510 -1.420 -3.060
C: -0.410 3.245 -0.310
H: -0.612 4.083 0.337
C: 0.203 2.121 0.191
O: -5.401 1.473 3.272
S: -1.274 -2.478 0.002
C: -1.735 -1.349 2.371
N: -4.375 0.925 3.697
H: 1.198 -0.285 0.900
H: -1.231 4.204 -2.040
O: -3.992 1.033 4.868
C: 0.162 1.139 -2.020
C: -3.256 -0.792 0.585
H: 3.550 -3.300 -1.919
H: -3.549 -0.888 -0.448
C: 4.164 -1.211 -2.040
C: 3.852 -2.491 -1.243
H: 4.972 -0.651 -1.553
H: 0.336 0.301 -2.671
C: -2.128 -1.488 1.036
C: -0.752 3.320 -1.653
H: -4.849 0.527 1.124
C: 2.866 -0.388 -2.024
C: 1.214 -0.100 -0.160
C: 2.696 -2.106 -0.310
C: -0.476 2.256 -2.498
H: -0.857 -1.873 2.713
C: -3.973 -0.006 1.452
H: 0.457 2.065 1.235
H: 4.726 -2.860 -0.693
H: 3.062 -1.826 0.682
N: 2.022 -0.920 -0.913
C: -3.589 0.110 2.777
C: -2.461 -0.559 3.227
C: 0.538 1.037 -0.659
H: 3.055 0.674 -1.842
H: 2.315 -0.464 -2.966
H: -0.771 2.307 -3.532
H: -2.179 -0.450 4.259
H: 1.973 -2.917 -0.176

Computed properties:
Electronic energy ... -1316.616727 Ha
Kohn-Sham gap ... 4.48 eV
HOMO ... -6.5 eV
Energy above the lowest of the compared OMol25 structures with the same formula, charge and spin ... 143.7 kcal/mol

Results of the Mulliken charge analysis, in e, for atoms 1 through 2: number 1, H, carries 0.3312; number 2, C, carries -0.7294

9.
C17H18N2O6 in the gas phase, computed with ωB97M-V/def2-TZVPD.

Element x y z (Å)
O: -0.660 -1.032 1.512
N: -3.224 -0.606 -1.404
O: 2.126 -0.128 -0.450
C: -3.652 1.869 0.660
C: 4.304 -0.369 0.653
O: -5.137 -1.744 -0.946
H: -1.119 3.849 0.035
C: 6.257 -0.331 -0.755
H: -4.451 1.392 1.191
C: -2.008 -1.450 1.319
C: -3.313 1.672 -0.649
C: 4.076 -0.097 -1.723
C: -3.814 0.695 -1.662
C: -3.937 -1.644 -0.944
C: -2.753 2.842 1.160
N: -3.103 -2.713 -0.484
C: 5.680 -0.435 0.496
O: -1.325 -3.617 0.560
C: 1.427 -0.260 0.761
H: -3.320 -3.628 -0.861
H: 7.329 -0.382 -0.865
C: 3.491 -0.202 -0.461
C: 0.009 -0.690 0.413
H: 6.301 -0.567 1.370
C: -1.934 3.158 0.121
O: -0.470 -0.692 -0.690
H: -2.207 -0.650 -1.374
H: 0.866 1.816 0.921
C: -2.080 -2.690 0.412
C: 5.446 -0.161 -1.866
H: -2.612 -0.618 0.950
H: 3.891 -0.452 1.647
H: 0.798 0.927 2.455
H: 5.885 -0.079 -2.849
O: -2.261 2.454 -0.973
H: 2.361 1.410 1.767
H: -3.531 1.030 -2.663
C: 1.357 1.064 1.534
H: 1.860 -1.050 1.391
H: -2.727 3.247 2.151
H: 3.426 0.031 -2.575
H: -4.898 0.581 -1.597
H: -2.355 -1.749 2.311

Computed properties:
SMILES ... C[C@H](Oc1ccccc1)C(=O)OCC(=O)NC(=O)NCc1ccco1
Electronic energy ... -1219.585592 Ha
Kohn-Sham gap ... 9.41 eV
HOMO ... -8.7 eV
Energy above the lowest of the compared OMol25 structures with the same formula, charge and spin ... 3.9 kcal/mol

Results of the Mulliken charge analysis, in e, for atoms 1 through 2: number 1, O, carries -0.3112; number 2, N, carries -0.0705

10.
A molecular structure, C17H18N4O2SW, computed with ωB97M-V/def2-TZVPD.

Element x y z (Å)
H: -6.138 -2.065 0.836
H: 5.555 -2.743 -1.521
C: -5.190 -2.324 0.349
C: 0.608 -1.223 -3.865
H: 0.985 -2.111 -4.362
H: 4.534 -4.153 -1.126
N: -1.485 3.617 -0.240
C: -0.340 1.078 -2.521
C: 0.895 1.108 -3.203
H: 0.691 5.832 -0.565
C: 0.125 -1.163 0.021
C: -0.778 4.493 0.044
S: -3.356 2.079 1.851
C: 3.542 -2.318 -1.185
H: 1.487 2.017 -3.192
C: 4.721 -3.096 -0.902
H: 0.675 5.489 1.194
H: -1.230 -2.160 -3.202
H: -0.697 1.960 -1.994
N: -1.142 0.806 1.641
H: -2.073 1.359 -0.171
H: -2.937 1.794 4.274
H: 2.344 -0.024 -4.357
H: -5.403 -2.854 -0.587
C: -1.374 0.923 2.987
N: -3.899 -0.142 -0.255
C: -2.555 1.596 3.287
C: 1.379 -0.040 -3.865
C: -4.450 -1.118 0.050
C: -1.110 -0.110 -2.523
H: -2.065 -0.142 -1.998
O: -0.311 -1.789 0.919
C: 0.051 5.651 0.307
C: -2.065 1.348 0.912
C: -0.640 -1.248 -3.209
O: 1.586 1.070 0.882
H: -0.680 0.518 3.716
C: 1.165 0.411 -0.001
H: -0.592 6.525 0.472
H: -4.612 -2.980 1.011
H: 4.993 -2.998 0.156
W: 0.815 -0.506 -1.923
N: 2.600 -1.697 -1.451

Computed properties:
Spin multiplicity ... 3
Electronic energy ... -1491.482463 Ha
Kohn-Sham gap (spin up / spin down) ... 4.24 / 5.02 eV
HOMO (spin up / spin down) ... -21.6 / -22.2 eV
Energy above the lowest of the compared OMol25 structures with the same formula, charge and spin ... 40.9 kcal/mol
Charge ... +4

Results of the Mulliken charge analysis, in e, for atoms 1 through 2: number 1, H, carries 0.3266; number 2, H, carries 0.3517